# 1
A cluster of 2 separate species, CHCl2NO2 in total. Source: the Open Molecules 2025 dataset; level of theory: the ωB97M-V functional and the def2-TZVPD basis.

Geometry as XYZ:
```
7
Properties=species:S:1:pos:R:3:lowdin_charge:R:1
C -0.374 0.668 -0.170 -0.911
N 1.170 1.487 0.777 -0.406
O 0.899 2.596 1.014 0.046
O 2.069 0.758 0.961 0.084
Cl 0.437 0.108 -1.612 0.570
Cl -1.382 2.132 -0.532 0.559
H -0.680 -0.196 0.447 0.059
```

Energy relative to the best compared isomer or geometry (same formula, charge and spin) (kcal per mole): 74.6
Total charge: 0
Highest occupied orbital energy (eV): -9.967


# 2
A structure of composition C38H38N8O2S2Tl. Source: the Open Molecules 2025 dataset; level of theory: the ωB97M-V functional and the def2-TZVPD basis.

Geometry as XYZ:
```
89
Properties=species:S:1:pos:R:3:lowdin_charge:R:1
Tl 11.412 13.222 9.438 1.004
C 11.745 14.935 6.580 -0.127
N 12.189 13.549 6.446 -0.251
C 11.386 12.735 5.520 -0.170
C 10.292 11.869 6.152 -0.180
C 9.001 12.565 6.518 -0.204
N 8.934 13.025 7.931 0.031
C 7.994 12.457 8.541 -0.123
C 7.532 12.599 9.956 -0.095
C 6.374 11.977 10.235 -0.044
C 5.709 12.082 11.471 -0.013
C 6.211 12.947 12.471 -0.061
C 7.371 13.589 12.218 0.036
C 8.199 13.444 10.982 -0.391
O 9.213 14.020 10.794 -0.027
C 13.609 13.540 6.237 -0.231
C 14.307 12.293 6.674 -0.161
C 14.296 12.023 8.149 -0.176
N 13.391 10.861 8.434 -0.021
C 12.763 9.790 10.652 -0.053
C 11.735 9.812 11.726 -0.111
C 11.780 9.131 12.908 -0.024
C 10.777 9.081 13.914 -0.010
C 9.558 9.744 13.628 -0.043
C 9.448 10.484 12.460 0.043
C 10.480 10.494 11.477 -0.365
O 10.200 10.880 10.319 -0.036
H 11.918 15.532 5.661 0.100
H 12.271 15.496 7.359 0.075
H 10.675 14.964 6.823 0.072
H 12.065 11.966 5.061 0.128
H 10.946 13.344 4.710 0.131
H 10.638 11.235 6.957 0.101
H 9.948 11.149 5.403 0.116
H 8.164 11.849 6.348 0.117
H 8.922 13.476 5.935 0.115
H 7.371 11.758 8.015 0.106
H 5.823 11.452 9.463 0.124
H 4.817 11.477 11.531 0.114
H 5.552 13.193 13.273 0.110
H 7.748 14.237 12.961 0.108
H 14.073 14.289 6.892 0.127
H 13.848 13.797 5.175 0.145
H 15.298 12.284 6.233 0.129
H 13.817 11.460 6.200 0.079
H 13.892 12.893 8.655 0.032
H 15.272 11.866 8.553 0.115
H 12.883 8.919 10.034 0.156
H 12.698 8.512 13.038 0.137
H 11.011 8.629 14.879 0.117
H 8.818 9.786 14.423 0.112
H 8.523 11.013 12.227 0.106
N 15.268 9.857 10.310 0.135
C 15.087 9.196 9.064 -0.183
C 15.871 8.065 8.651 0.008
C 15.560 7.430 7.424 -0.077
C 14.613 7.968 6.567 -0.077
C 13.855 9.058 6.978 -0.017
C 14.109 9.650 8.187 -0.238
N 13.102 11.025 9.862 -0.029
C 14.099 10.539 10.805 -0.326
C 14.212 11.381 12.016 -0.332
C 15.281 11.519 12.838 -0.369
S 14.896 12.577 14.124 1.032
C 13.300 12.783 13.466 -0.410
N 13.086 12.099 12.404 0.061
H 15.777 9.384 11.052 0.141
H 16.644 7.701 9.378 0.122
H 15.972 6.435 7.194 0.115
H 14.369 7.429 5.684 0.097
H 13.002 9.451 6.385 0.130
H 16.287 11.020 12.758 0.105
H 12.628 13.489 13.861 0.077
N 15.679 13.914 10.759 0.114
C 15.051 14.963 11.356 -0.747
N 13.841 15.278 11.150 0.103
C 13.524 16.418 11.886 -0.345
C 12.301 16.976 11.983 -0.034
C 12.149 18.135 12.744 -0.095
C 13.178 18.731 13.427 -0.094
C 14.446 18.139 13.378 -0.075
C 14.549 16.973 12.648 -0.459
S 15.998 16.010 12.380 1.068
H 15.004 13.254 10.377 0.063
H 16.563 13.579 11.119 0.100
H 11.491 16.523 11.383 0.120
H 11.160 18.717 12.717 0.133
H 12.952 19.543 14.070 0.096
H 15.305 18.542 13.893 0.110
```

Energy relative to the best compared isomer or geometry (same formula, charge and spin) (kcal per mole): 76.2
Total charge: +1
Highest occupied orbital energy (alpha / beta) (eV): -10.245 / -10.219


# 3
A structure of composition C12H23Cl4FN2O8P2V. Source: the Open Molecules 2025 dataset; level of theory: the ωB97M-V functional and the def2-TZVPD basis.

Geometry as XYZ:
```
53
Properties=species:S:1:pos:R:3:lowdin_charge:R:1
N 0.577 -3.111 0.669 -0.096
P 0.535 -1.707 1.570 1.042
C -1.143 -1.248 1.906 -0.376
C -1.967 -2.099 2.873 -0.215
C -2.081 -3.602 2.648 -0.040
C -1.233 -4.304 3.637 -0.489
O -0.168 -4.781 3.449 0.170
F -1.782 -4.284 4.855 0.135
C -3.275 -1.310 2.812 -0.392
O -4.375 -1.743 2.986 0.161
N -2.976 0.073 2.501 0.089
C -1.482 0.114 2.522 -0.316
P -0.740 1.589 1.791 0.438
O 0.139 1.218 0.666 -0.276
O -1.952 2.472 1.364 -0.106
O -0.022 2.378 2.947 -0.079
H 1.036 -2.979 -0.260 0.072
H 1.230 -1.987 2.746 0.074
H 1.207 -0.762 0.824 0.045
H -1.660 -1.365 0.950 0.136
H -1.666 -1.926 3.913 0.163
H -1.810 -3.910 1.641 0.130
H -3.129 -3.870 2.803 0.140
H -3.221 0.133 1.504 0.083
H -1.237 0.040 3.584 0.131
H -1.863 3.401 1.638 0.129
H -0.329 2.140 3.837 0.106
C -1.749 2.008 -1.539 -0.012
C -2.460 0.773 -1.059 -0.389
O -2.532 0.509 0.136 -0.043
C -3.072 -0.123 -2.099 0.013
H -1.361 2.543 -0.676 0.052
H -0.918 1.738 -2.191 0.050
H -2.434 2.657 -2.087 0.105
H -2.300 -0.483 -2.781 0.096
H -3.818 0.428 -2.672 0.100
H -3.550 -0.974 -1.618 0.087
O 2.121 -2.792 0.478 -0.548
V 3.877 -2.536 0.609 0.903
O 5.320 -2.100 1.031 -0.389
C 0.478 3.409 -4.766 -0.984
Cl -0.682 2.217 -5.363 0.512
Cl 1.467 2.694 -3.477 0.546
H 1.119 3.724 -5.580 0.031
H -0.061 4.253 -4.354 0.029
Cl 4.604 0.147 -1.906 0.527
C 4.853 1.761 -2.653 -0.654
C 6.024 1.784 -3.593 -0.662
Cl 7.573 1.640 -2.731 0.560
H 4.970 2.493 -1.859 0.076
H 3.918 1.947 -3.178 -0.012
H 6.033 2.734 -4.124 0.078
H 5.967 0.978 -4.320 0.071
```

Total charge: +1
Highest occupied orbital energy (eV): -11.621


# 4
A cluster of 7 separate species, C25H34F2O21 in total. Source: the Open Molecules 2025 dataset; level of theory: the ωB97M-V functional and the def2-TZVPD basis.

Geometry as XYZ:
```
82
Properties=species:S:1:pos:R:3:lowdin_charge:R:1
C 0.216 0.550 -0.087 -0.136
C -1.163 -0.072 -0.098 -0.096
O -1.566 0.204 -1.448 0.053
C -0.926 1.305 -1.888 -0.575
O -1.232 1.904 -2.864 0.156
O 0.214 1.476 -1.165 0.036
H 0.933 -0.244 -0.303 0.119
H 0.454 1.000 0.873 0.111
H -1.795 0.467 0.614 0.133
H -1.177 -1.138 0.095 0.107
C 3.168 3.245 0.565 -0.010
C 3.252 2.893 2.034 -0.297
C 3.328 4.105 2.974 -0.092
O 2.206 3.943 3.818 0.068
C 1.489 2.836 3.475 -0.571
O 0.609 2.381 4.123 0.178
O 1.932 2.397 2.286 0.038
H 4.124 3.673 0.243 0.096
H 2.318 3.909 0.421 0.072
H 3.015 2.408 -0.118 0.085
H 4.060 2.178 2.201 0.145
H 3.250 5.018 2.376 0.132
H 4.278 4.213 3.495 0.134
C -0.259 4.532 0.769 -0.026
C -1.731 4.824 1.005 -0.294
C -2.130 4.368 2.442 -0.065
O -2.821 5.501 2.948 0.081
C -2.700 6.547 2.142 -0.571
O -3.210 7.616 2.299 0.158
O -1.971 6.219 1.049 0.093
H -0.170 3.478 0.501 0.075
H 0.370 4.859 1.598 0.085
H 0.164 5.063 -0.090 0.095
H -2.305 4.256 0.270 0.153
H -1.278 4.143 3.082 0.120
H -2.833 3.538 2.393 0.136
C -2.712 -2.286 -3.889 -0.024
C -4.210 -2.206 -3.958 -0.280
C -4.946 -3.086 -4.980 -0.072
O -5.879 -3.822 -4.196 0.084
C -5.617 -3.728 -2.920 -0.596
O -6.081 -4.386 -2.034 0.142
O -4.630 -2.819 -2.699 0.066
H -2.420 -1.624 -3.071 0.073
H -2.179 -1.770 -4.698 0.092
H -2.335 -3.300 -3.803 0.090
H -4.573 -1.179 -4.009 0.153
H -4.286 -3.764 -5.522 0.134
H -5.525 -2.486 -5.679 0.131
C 3.091 -2.052 5.156 -0.015
C 2.403 -1.046 4.242 -0.312
C 2.947 -0.964 2.821 -0.070
O 1.804 -1.203 1.992 0.065
C 0.732 -1.480 2.754 -0.547
O -0.288 -1.911 2.310 0.167
O 1.054 -1.459 4.065 0.089
H 2.793 -2.040 6.203 0.085
H 4.165 -1.850 5.244 0.087
H 2.997 -3.048 4.725 0.095
H 2.314 -0.033 4.647 0.147
H 3.716 -1.714 2.635 0.137
H 3.374 0.017 2.630 0.110
C -1.822 -6.713 -0.541 -0.057
C -2.060 -6.069 0.829 -0.261
O -1.751 -4.708 0.586 0.143
C -1.377 -4.513 -0.687 -0.559
O -1.065 -3.450 -1.103 0.179
O -1.390 -5.664 -1.381 0.084
F -1.160 -6.499 1.776 0.047
H -2.716 -7.182 -0.954 0.138
H -1.052 -7.483 -0.461 0.140
H -3.049 -6.187 1.267 0.168
C 3.884 0.138 -4.600 -0.051
C 2.360 0.244 -4.469 -0.287
O 2.233 0.244 -3.070 0.122
C 3.269 -0.371 -2.482 -0.544
O 3.401 -0.512 -1.312 0.177
O 4.226 -0.599 -3.424 0.071
F 1.740 -0.835 -5.010 0.082
H 4.406 1.091 -4.682 0.138
H 4.184 -0.467 -5.454 0.139
H 1.918 1.173 -4.823 0.173
```

Energy relative to the best compared isomer or geometry (same formula, charge and spin) (kcal per mole): 0.0
SMILES string: O=C1OC[C@@H](F)O1.O=C1OC[C@@H](F)O1.C[C@H]1COC(=O)O1.C[C@H]1COC(=O)O1.C[C@H]1COC(=O)O1.C[C@H]1COC(=O)O1.O=C1OCCO1
Total charge: 0
Highest occupied orbital energy (eV): -10.647


# 5
The molecule C6H6N2O. Source: the Open Molecules 2025 dataset; level of theory: the ωB97M-V functional and the def2-TZVPD basis.

Geometry as XYZ:
```
15
Properties=species:S:1:pos:R:3:lowdin_charge:R:1
C -2.484 0.383 0.038 -0.203
C -1.043 0.342 -0.141 -0.257
C -0.087 1.343 -0.100 -0.017
C 2.631 0.496 0.137 -0.043
C 2.307 -1.086 0.028 -0.021
C 0.786 -0.638 -0.038 -0.283
H -2.962 1.336 -0.040 0.101
H -0.162 2.477 -0.160 0.143
H 2.888 0.725 1.239 0.126
H 3.331 1.019 -0.639 0.138
H 2.631 -1.645 0.818 0.059
H 2.692 -1.385 -0.967 0.109
N 1.110 0.686 0.042 -0.044
N -0.500 -1.007 -0.240 0.191
O -3.168 -0.665 0.199 0.001
```

Energy relative to the best compared isomer or geometry (same formula, charge and spin) (kcal per mole): 56.7
SMILES string: O=Cc1cn2c(n1)CC2
Total charge: 0
Highest occupied orbital energy (eV): -9.072


# 6
A structure of composition BrClH10O6V. Source: the Open Molecules 2025 dataset; level of theory: the ωB97M-V functional and the def2-TZVPD basis.

Geometry as XYZ:
```
19
Properties=species:S:1:pos:R:3:lowdin_spin:R:1
O 0.731 0.209 -0.083 -0.158
V -0.430 -0.775 0.093 1.122
Cl -0.284 -1.749 -2.197 0.012
Br 0.682 -2.567 1.700 0.004
O -1.269 0.119 1.800 0.009
H -1.640 0.982 1.997 0.000
H -1.088 -0.320 2.643 0.002
O 3.495 -0.214 0.985 -0.001
H 4.139 0.479 0.819 0.000
H 2.897 0.152 1.642 0.000
O -1.633 0.823 -0.921 0.007
H -1.237 1.699 -0.904 0.000
H -2.448 0.894 -1.425 0.001
O -2.347 -1.910 0.188 0.002
H -2.489 -2.798 0.532 0.000
H -3.197 -1.464 0.231 0.000
O 2.268 1.902 -2.171 0.000
H 2.495 2.779 -2.492 0.000
H 1.355 1.761 -2.437 0.000
```

Multiplicity: 2
Total charge: 0
Highest occupied orbital energy (alpha / beta) (eV): -8.864 / -8.902


Number 1: electronic energy -31678.647 eV. Number 2: electronic energy -82392.949 eV. Number 3: electronic energy -129239.629 eV. Number 4: electronic energy -74909.893 eV. Number 5: electronic energy -11343.973 eV. Number 6: electronic energy -120702.518 eV.